C4H4N2 | wB97M-V/def2-TZVPD

XYZ file:
```
10
Properties=species:S:1:pos:R:3:mulliken_charge:R:1
C -0.0422 0.9524 0.6517 -1.2519
C 0.2246 -0.3756 -0.0422 0.6487
C -0.9566 -1.2184 -0.2268 0.1026
N -1.9011 -1.8786 -0.3133 -0.3647
C 0.5152 0.1108 -1.7381 -0.2260
N 1.4998 -0.4328 -1.3413 -0.2251
H 0.8836 1.5327 0.6849 0.3611
H -0.3700 0.7429 1.6746 0.3615
H -0.8095 1.5224 0.1249 0.3500
H 0.9563 -0.9559 0.5255 0.2439
```

Values from the calculation:
Total charge ... 0
Energy above the lowest of the compared OMol25 structures with the same formula, charge and spin ... 302.7 kJ/mol
Strongest force on any atom ... 1.07 eV Å⁻¹
Gap between HOMO and LUMO ... 12.13 eV

C12H12 | wB97M-V/def2-TZVPD

XYZ file:
```
24
Properties=species:S:1:pos:R:3:mulliken_charge:R:1
C 1.5972 0.4462 1.9284 0.0013
C 1.0354 1.7322 1.9503 -0.1479
C 0.9651 2.5289 0.9327 -0.3188
C 1.5615 2.1318 -0.2976 -0.3700
C 2.4654 0.9831 -0.3532 -0.3439
C 2.4458 0.0471 0.8450 -0.4669
H 1.2972 -0.1183 3.0180 0.1523
H 0.2272 1.6923 2.8093 0.1788
H 0.4072 3.4238 0.8549 0.3782
H 1.8483 2.9350 -1.1106 0.2789
H 2.9345 0.5478 -1.2920 0.3808
H 3.1072 -0.8504 0.8838 0.3293
C -1.1080 -2.4425 -1.5142 -0.6274
C -0.2958 -1.3108 -1.0851 0.0244
C -0.8779 -0.3182 -0.3880 0.1699
C -2.2521 -0.2912 -0.2157 -0.2684
C -3.0905 -1.2519 -0.6228 -0.3974
C -2.4499 -2.3329 -1.1295 -0.4935
H -0.5594 -3.1036 -2.0511 0.4992
H 0.7680 -1.2618 -1.5291 0.1649
H -0.2880 0.5982 -0.0173 0.0065
H -2.5367 0.4242 0.6314 0.1988
H -4.1002 -0.8683 -0.8456 0.3237
H -3.0828 -2.9493 -1.6544 0.3470
```

Values from the calculation:
Total charge ... 0
Energy above the lowest of the compared OMol25 structures with the same formula, charge and spin ... 455.9 kJ/mol
SMILES string ... c1ccccc1.c1ccccc1
Strongest force on any atom ... 7.58 eV Å⁻¹
Gap between HOMO and LUMO ... 9.90 eV

C9H13BCl3O4 | wB97M-V/def2-TZVPD

XYZ file:
```
30
Properties=species:S:1:pos:R:3:mulliken_charge:R:1
C -0.2515 2.5635 2.2763 -0.0772
C -0.0952 1.3765 2.1553 -0.6057
C -0.2837 -0.1270 2.0370 -0.5159
C -0.9001 -0.3908 0.6226 0.9392
O -2.1269 0.3455 0.6655 -0.7720
B -2.8080 -0.2029 -0.5459 0.9359
O -2.7319 -1.6629 -0.2338 -0.7261
C -1.4290 -1.8527 0.2770 0.3054
C -0.6810 -2.6719 -0.8496 -0.8131
O 0.4216 -1.9880 -1.4780 -0.3622
C 0.0655 -1.3022 -2.6067 0.8622
C 0.6719 0.1212 -2.7517 -0.8973
O -0.6242 -1.7238 -3.4942 -0.5795
H -0.6566 3.5666 2.2377 0.3770
H 0.7050 -0.6244 2.1045 0.2229
H -0.9886 -0.4489 2.8276 0.3475
H -0.2387 0.1389 -0.0928 -0.6916
H -2.0733 0.1903 -1.4491 -0.3646
H -3.9842 0.0627 -0.6577 -0.2590
H -1.3856 -2.4746 1.2012 0.3458
H -1.4523 -3.0137 -1.5637 0.3674
H -0.2991 -3.6036 -0.3699 0.2975
H 1.7733 0.0109 -2.6908 0.3080
H 0.4129 0.5290 -3.7458 0.3013
H 0.2695 0.7940 -1.9762 0.1882
C 3.7640 2.3995 1.6987 0.0078
Cl 3.9336 4.0277 2.3719 -0.1577
Cl 2.0782 2.0920 1.2426 -0.0784
Cl 4.8724 2.1825 0.3216 -0.1640
H 4.0419 1.6865 2.4662 0.2582
```

Values from the calculation:
Total charge ... -1
Strongest force on any atom ... 2.67 eV Å⁻¹
Gap between HOMO and LUMO ... 6.94 eV

C3H6O2 | wB97M-V/def2-TZVPD

XYZ file:
```
11
Properties=species:S:1:pos:R:3:mulliken_charge:R:1
C 0.9315 0.0439 -1.2771 -1.3626
C 0.2959 -0.0526 -0.0200 0.9088
O 1.1595 -0.4168 0.8645 -0.5730
C -1.1201 0.1649 0.4069 -0.3345
O -1.4222 -0.4129 1.6443 -0.5169
H 1.6714 0.8466 -1.3106 0.3114
H 0.3800 -0.0909 -2.2049 0.2715
H 1.7666 -0.6068 -0.2150 0.4585
H -1.7852 -0.2466 -0.3624 0.2876
H -1.2844 1.2566 0.4107 0.2115
H -0.5861 -0.4957 2.1260 0.3378
```

Values from the calculation:
Total charge ... 0
Energy above the lowest of the compared OMol25 structures with the same formula, charge and spin ... 356.2 kJ/mol
Strongest force on any atom ... 0.36 eV Å⁻¹
Gap between HOMO and LUMO ... 9.79 eV

C9H15N2O | wB97M-V/def2-TZVPD

XYZ file:
```
27
Properties=species:S:1:pos:R:3:mulliken_charge:R:1
C 1.5105 1.3656 -1.1320 -1.5575
C 1.5951 -0.1246 -0.8160 -0.0961
N 2.9581 -0.5390 -0.7285 -0.5591
C 0.7240 -0.5161 0.4465 0.6390
N 1.2227 0.3622 1.6343 -0.2138
O 1.0455 -1.8065 0.8069 -0.6059
C -0.7470 -0.2841 0.2210 0.2507
C -1.4570 -1.2685 -0.4629 -0.4090
C -2.8064 -1.1086 -0.7203 -0.7974
C -3.4621 0.0358 -0.2997 -0.4581
C -2.7602 1.0222 0.3717 -0.9222
C -1.4084 0.8702 0.6309 -0.1438
H 2.0835 1.9710 -0.4287 0.4709
H 1.9525 1.5277 -2.1101 0.3677
H 0.4796 1.7060 -1.1642 0.3915
H 1.1385 -0.6850 -1.6397 0.4834
H 3.5136 -0.0342 -0.0527 0.2277
H 3.0678 -1.5354 -0.6125 0.3032
H 1.4110 1.3137 1.2914 0.2958
H 2.0896 -0.0735 1.9757 0.3916
H 0.5328 0.3860 2.3945 0.3585
H 0.2762 -2.3031 1.1154 0.4926
H -0.9475 -2.1565 -0.8072 0.4695
H -3.3415 -1.8785 -1.2524 0.4184
H -4.5139 0.1626 -0.4992 0.4136
H -3.2629 1.9196 0.6952 0.4150
H -0.8943 1.6710 1.1427 0.3737
```

Values from the calculation:
Total charge ... +1
Energy above the lowest of the compared OMol25 structures with the same formula, charge and spin ... 0.0 kJ/mol
SMILES string ... C[C@@H](N)[C@]([NH3+])(O)c1ccccc1
Strongest force on any atom ... 0.61 eV Å⁻¹
Gap between HOMO and LUMO ... 9.63 eV

C31H35BrN5O3PdS | wB97M-V/def2-TZVPD

XYZ file:
```
77
Properties=species:S:1:pos:R:3:mulliken_charge:R:1
Pd 0.1736 0.4078 0.1575 0.2656
C 3.7615 -1.4133 4.9665 -1.0545
C 3.1884 -0.0008 5.0157 -0.6668
N 1.8641 0.0687 4.4255 0.0762
C 0.7102 0.0976 5.2983 -0.9251
C 0.1915 -1.2910 5.6617 -0.9173
C 1.7534 0.0075 3.0947 0.6336
S 0.1371 -0.1099 2.4569 -0.2928
N 2.8714 0.0035 2.4021 -0.0790
C 3.0603 -0.0806 1.0873 0.3553
O 2.1793 -0.3189 0.2214 -0.9135
C 4.4634 0.0348 0.6292 0.5295
C 5.5490 0.0862 1.5019 -0.0464
C 6.8365 0.1103 0.9952 -0.7184
C 7.0580 0.0857 -0.3733 -0.3752
C 5.9805 0.0543 -1.2445 -0.6771
C 4.6937 0.0317 -0.7473 -0.5974
H 4.7582 -1.4227 5.3966 0.3479
H 3.8234 -1.7468 3.9349 0.2768
H 3.1374 -2.1067 5.5227 0.3318
H 3.8402 0.6754 4.4571 0.4034
H 3.1178 0.3453 6.0468 0.3967
H -0.0855 0.6571 4.7993 0.4886
H 0.9897 0.6338 6.2068 0.3922
H -0.0720 -1.8427 4.7649 0.2727
H -0.6986 -1.1955 6.2760 0.3887
H 0.9350 -1.8551 6.2165 0.2936
H 5.3831 0.0903 2.5671 0.3159
H 7.6794 0.1412 1.6683 0.4125
H 8.0665 0.0912 -0.7616 0.3970
H 6.1471 0.0405 -2.3109 0.3996
H 3.8411 -0.0019 -1.4102 0.5758
C -1.4112 -2.6624 -0.0024 -0.8335
O -1.6582 -1.2729 -0.1666 0.3480
C -2.8943 -0.7176 -0.0722 0.8084
C -4.0787 -1.4068 -0.0150 -1.1131
C -5.2949 -0.7170 0.0174 -0.8500
Br -6.9070 -1.7280 0.0515 -0.2130
C -5.3469 0.6500 0.0162 -0.6624
C -4.1462 1.3915 -0.0191 0.4623
C -2.8793 0.7278 -0.0719 1.6146
O -1.7802 1.3897 -0.1159 -1.1695
C -4.1603 2.8162 -0.0066 0.2138
N -3.0578 3.5834 -0.0082 0.3063
C -3.4130 4.9073 -0.0016 0.4784
C -2.6521 6.0636 -0.0017 -0.6816
C -3.3408 7.2614 0.0007 -0.5704
C -4.7365 7.3031 0.0030 -0.4778
C -5.5028 6.1504 0.0068 -0.8591
C -4.8197 4.9449 0.0051 0.3965
N -5.2398 3.6306 0.0025 -0.0434
H -2.3154 -3.2634 -0.0232 0.3082
H -0.8903 -2.8187 0.9457 0.2035
H -0.7543 -2.9600 -0.8217 0.2529
H -4.1069 -2.4835 -0.0049 0.3864
H -6.3055 1.1450 0.0491 0.4850
H -2.1346 3.1423 -0.0223 -0.0578
H -1.5759 6.0154 -0.0047 0.4611
H -2.7869 8.1868 0.0000 0.4013
H -5.2281 8.2642 0.0006 0.4030
H -6.5802 6.1884 0.0094 0.4116
H -6.1992 3.3271 0.0149 0.2351
C 0.8184 1.1778 -5.2362 -1.6046
C -0.0410 0.0081 -4.7337 2.0420
C -1.4961 0.1719 -5.1906 -1.6221
C 0.5303 -1.3292 -5.2248 -1.6015
C 0.0258 0.0267 -3.2925 -0.6965
N 0.1287 0.0521 -2.1510 0.0105
H 0.8138 1.1931 -6.3227 0.4163
H 1.8460 1.0716 -4.8974 0.3804
H 0.4277 2.1264 -4.8756 0.3857
H -1.5309 0.1737 -6.2772 0.4125
H -1.9147 1.1096 -4.8324 0.3817
H -2.1133 -0.6475 -4.8299 0.3787
H 0.5264 -1.3443 -6.3115 0.4130
H -0.0692 -2.1628 -4.8671 0.3794
H 1.5535 -1.4620 -4.8822 0.3899
```

Values from the calculation:
Total charge ... +1
Strongest force on any atom ... 1.85 eV Å⁻¹
Gap between HOMO and LUMO (alpha / beta) ... 6.64 / 6.63 eV